A cluster of 2 separate species, C7H8N3O in total at a distorted geometry, computed with the ωB97M-V functional and the def2-TZVPD basis.

The geometry in ORCA input format:
```
! wB97M-V def2-TZVPD RIJCOSX def2/J DEFGRID3
* xyz 1 1
C 4.60 -0.07 0.14
C 3.78 0.73 0.97
C -3.14 1.18 -0.19
C 3.89 -0.46 -0.96
C 2.68 0.84 0.16
C -2.76 -0.15 -0.01
C -0.93 1.06 -0.57
N -1.34 -0.19 -0.25
N -1.95 1.88 -0.28
N -3.41 -1.33 0.13
O 2.67 0.09 -0.93
H 5.64 -0.43 0.29
H 3.81 1.28 1.86
H -4.18 1.46 -0.19
H 4.16 -0.92 -1.88
H -0.74 -0.95 -0.56
H -1.70 2.87 -0.32
H -4.34 -1.34 -0.31
H -2.96 -2.03 0.62
*
```

The value obtained for the HOMO energy (spin up / spin down) is -11.3437 / -11.0691 eV. The calculation puts the frontier orbital gap (spin up / spin down) at 4.239 / 7.499 eV. As for the energy relative to the best compared isomer or geometry (same formula, charge and spin): 677.9 kJ/mol.

A cluster of 2 separate species, C3H6NO3 in total at a distorted geometry, computed with the ωB97M-V functional and the def2-TZVPD basis.

The geometry in ORCA input format:
```
! wB97M-V def2-TZVPD RIJCOSX def2/J DEFGRID3
* xyz 1 1
C -3.48 0.23 0.01
C 1.99 0.28 0.27
C 0.71 -0.43 0.42
N 0.88 0.67 -0.61
O -2.34 0.37 0.01
O -4.61 0.07 -0.01
O 0.61 -1.67 -0.09
H 2.31 1.00 1.00
H 2.79 -0.26 -0.23
H 0.04 -0.15 1.23
H 0.43 1.57 -0.46
H 0.93 0.39 -1.58
H -0.27 -2.07 0.03
*
```

The value obtained for the HOMO energy is -16.4500 eV. The calculation puts the frontier orbital gap at 13.056 eV. As for the energy relative to the best compared isomer or geometry (same formula, charge and spin): 14.3 kJ/mol.

A structure of composition HIN3P3 at a distorted geometry, computed with the ωB97M-V functional and the def2-TZVPD basis.

The geometry in ORCA input format:
```
! wB97M-V def2-TZVPD RIJCOSX def2/J DEFGRID3
* xyz 0 1
N -0.17 1.58 0.90
N 1.02 -0.22 -0.61
N -0.68 -2.25 -1.02
P -1.65 1.68 1.06
P 0.76 -1.69 -1.20
P 1.19 1.28 -0.09
I -2.25 -1.28 -0.18
H 1.77 0.91 1.13
*
```

The value obtained for the HOMO energy is -8.4079 eV. The calculation puts the frontier orbital gap at 6.512 eV. As for the energy relative to the best compared isomer or geometry (same formula, charge and spin): 312.3 kJ/mol.

A structure of composition C25H45Cl6N2O7Zr at a distorted geometry, computed with the ωB97M-V functional and the def2-TZVPD basis.

The geometry in ORCA input format:
```
! wB97M-V def2-TZVPD RIJCOSX def2/J DEFGRID3
* xyz 1 1
Zr -1.08 0.23 -1.14
C -4.94 -0.20 -0.32
C -4.58 0.10 1.13
C -5.33 -0.85 2.07
C -4.93 -0.85 3.52
C -3.41 -1.03 3.63
C -2.60 -0.09 2.69
N -3.14 -0.04 1.35
O -2.42 0.78 0.49
C -1.21 -0.70 2.69
C -2.58 1.27 3.42
C -5.16 1.52 1.43
H -4.66 -1.22 -0.61
H -4.49 0.52 -1.01
H -6.01 -0.10 -0.50
H -5.38 -1.85 1.61
H -6.40 -0.62 2.04
H -5.42 -1.67 4.05
H -5.18 0.07 4.05
H -3.19 -2.08 3.42
H -3.19 -0.84 4.68
H -1.08 -1.52 1.97
H -0.94 -1.11 3.66
H -0.40 -0.04 2.36
H -2.42 2.13 2.76
H -1.71 1.37 4.08
H -3.49 1.50 3.97
H -5.32 1.76 2.48
H -5.99 1.87 0.82
H -4.37 2.23 1.14
C 0.36 2.87 -4.29
C 1.45 1.80 -4.43
C 2.72 2.50 -4.95
C 3.92 1.59 -4.87
C 4.12 1.20 -3.41
C 2.95 0.48 -2.77
N 1.73 1.17 -3.14
O 0.63 0.76 -2.47
C 3.20 0.52 -1.25
C 2.92 -1.01 -3.18
C 0.97 0.79 -5.50
H 0.69 3.77 -3.78
H -0.53 2.47 -3.80
H 0.03 3.21 -5.27
H 2.85 3.45 -4.41
H 2.59 2.81 -5.99
H 4.87 1.90 -5.30
H 3.78 0.72 -5.53
H 4.33 2.11 -2.84
H 5.01 0.57 -3.31
H 3.08 1.54 -0.89
H 4.16 0.10 -0.94
H 2.48 -0.12 -0.72
H 2.04 -1.54 -2.81
H 3.88 -1.49 -2.97
H 2.81 -1.08 -4.26
H 1.74 0.10 -5.85
H 0.54 1.30 -6.35
H 0.20 0.19 -4.99
C -0.05 -3.72 -0.31
C -0.48 -2.29 -0.43
O 0.24 -1.29 -0.15
O -1.56 -1.93 -1.03
H 0.08 -3.83 0.77
H 0.90 -3.86 -0.82
H -0.77 -4.42 -0.72
C 0.33 -3.88 4.84
Cl -1.27 -3.85 5.63
Cl 0.32 -4.98 3.45
Cl 1.60 -4.31 5.98
H 0.53 -2.88 4.49
C 3.96 -2.44 1.05
Cl 5.44 -2.22 2.02
Cl 2.62 -2.97 2.07
Cl 4.28 -3.58 -0.25
H 3.75 -1.49 0.57
C 2.74 1.49 2.67
C 2.39 2.97 2.48
O 1.49 2.94 1.35
C 1.19 1.70 1.05
O 0.36 1.34 0.26
O 1.89 0.82 1.76
H 2.58 1.24 3.72
H 3.77 1.31 2.38
H 3.26 3.55 2.19
H 1.89 3.39 3.35
*
```

The value obtained for the HOMO energy is -10.0832 eV. The calculation puts the frontier orbital gap at 5.825 eV.

A structure of composition C11H24O3 at a distorted geometry, computed with the ωB97M-V functional and the def2-TZVPD basis.

The geometry in ORCA input format:
```
! wB97M-V def2-TZVPD RIJCOSX def2/J DEFGRID3
* xyz 0 1
C -2.80 -2.10 0.09
C -3.61 -0.86 -0.11
C -2.68 0.22 -0.59
C -1.68 0.92 0.51
C -1.23 2.09 -0.39
C -0.32 3.04 0.41
C 1.15 2.43 0.66
C 2.41 -0.68 -0.47
C 3.64 -0.34 -1.16
C 1.25 -1.70 -0.90
C 2.18 -1.62 1.74
H -1.88 -1.80 0.87
H -3.47 -2.99 0.41
H -2.17 -2.36 -0.77
H -4.41 -1.23 -0.72
H -4.43 -0.63 0.79
H -1.85 -0.63 -1.34
H -3.11 1.02 -1.31
H -2.33 1.17 1.43
H -0.77 0.27 0.67
H -2.05 2.68 -1.13
H -0.39 1.40 -1.14
H -0.17 3.99 -0.12
H -0.79 3.03 1.54
H 1.34 3.49 1.35
H 1.25 1.30 1.26
H 3.25 0.48 -2.00
H 4.53 0.25 -0.76
H 4.34 -1.34 -1.81
H 1.22 -1.64 -1.94
H 0.10 -0.98 -0.31
H 1.21 -2.87 -0.48
H 2.83 -1.31 2.58
H 2.22 -2.81 1.64
H 0.82 -1.57 1.54
O 2.08 1.93 -0.37
O 1.53 0.52 -0.49
O 2.78 -0.77 0.83
*
```

The value obtained for the HOMO energy is -9.2457 eV. The calculation puts the frontier orbital gap at 9.979 eV. As for the energy relative to the best compared isomer or geometry (same formula, charge and spin): 1104.0 kJ/mol.

A structure of composition C34H41N15ORhS2, computed with the ωB97M-V functional and the def2-TZVPD basis.

The geometry in ORCA input format:
```
! wB97M-V def2-TZVPD RIJCOSX def2/J DEFGRID3
* xyz -1 5
Rh 0.18 -1.38 2.00
C -1.07 4.23 -2.32
N 0.03 3.99 -1.42
C 1.24 4.64 -1.48
C 2.03 4.09 -0.55
N 1.32 3.08 0.09
C 0.06 3.01 -0.46
S -1.26 2.08 -0.03
C 2.00 2.23 1.03
C 2.92 2.96 1.82
C 3.69 2.27 2.75
C 3.59 0.94 2.84
C 2.64 0.16 1.98
N 1.75 0.95 1.11
H -1.08 5.28 -2.60
H -1.99 3.96 -1.82
H -0.96 3.61 -3.21
H 1.43 5.44 -2.16
H 3.05 4.32 -0.30
H 2.97 4.03 1.74
H 4.37 2.82 3.39
H 4.20 0.36 3.52
H 3.25 -0.43 1.28
N -1.00 -4.58 1.65
C -0.42 -4.26 2.86
N -0.31 -5.07 3.89
N 0.26 -4.32 4.85
N 0.48 -3.13 4.42
N 0.07 -3.04 3.14
C -1.68 -3.58 0.98
N -2.71 -3.80 0.20
N -3.09 -2.59 -0.21
N -2.33 -1.68 0.30
N -1.39 -2.27 1.07
H -1.44 -5.49 1.61
C 0.36 1.58 4.21
C 0.53 0.48 5.26
C -0.73 -0.40 5.26
C 1.81 -0.36 5.20
C 2.45 -0.47 6.43
C 3.60 -1.22 6.59
C 4.09 -1.92 5.51
C 3.50 -1.86 4.25
C 4.12 -2.83 3.24
C 3.24 -4.07 3.04
C 4.52 -2.31 1.85
C 2.36 -1.03 4.07
N 1.83 -0.81 2.77
H -0.45 2.24 4.51
H 0.09 1.15 3.24
H 1.27 2.17 4.10
H 0.56 0.98 6.23
H -0.95 -0.74 4.25
H -1.58 0.18 5.62
H -0.60 -1.27 5.90
H 2.05 0.07 7.28
H 4.10 -1.27 7.55
H 4.98 -2.53 5.65
H 5.05 -3.17 3.71
H 2.38 -3.82 2.43
H 2.89 -4.46 3.99
H 3.81 -4.85 2.53
H 3.64 -2.26 1.20
H 5.21 -3.02 1.40
H 5.01 -1.34 1.90
C -6.23 1.70 -2.70
C -5.38 1.81 -3.97
C -4.05 2.55 -3.73
N -2.99 1.85 -3.04
C -2.12 1.01 -3.62
S -0.73 0.45 -2.80
N -2.28 0.71 -4.92
C -1.34 -0.07 -5.61
O -0.31 -0.45 -4.96
C -1.59 -0.38 -6.98
C -2.72 0.09 -7.71
C -2.89 -0.25 -9.03
C -1.97 -1.06 -9.70
C -0.86 -1.53 -8.99
C -0.67 -1.20 -7.67
H -7.23 1.36 -2.95
H -6.31 2.67 -2.21
H -5.77 0.99 -2.02
H -5.93 2.38 -4.73
H -5.19 0.81 -4.37
H -4.27 3.45 -3.15
H -3.65 2.89 -4.70
H -3.02 1.77 -2.02
H -3.13 0.98 -5.38
H -3.46 0.73 -7.24
H -3.76 0.12 -9.56
H -2.12 -1.32 -10.73
H -0.14 -2.17 -9.49
H 0.19 -1.56 -7.12
*
```

The value obtained for the HOMO energy (spin up / spin down) is -3.1341 / -5.2284 eV. The calculation puts the frontier orbital gap (spin up / spin down) at 5.097 / 5.925 eV. As for the energy relative to the best compared isomer or geometry (same formula, charge and spin): 412.3 kJ/mol.